Record 1
13
Properties=species:S:1:pos:R:3 method="wB97M-V/def2-TZVPD" total_charge=0 largest_force_ev_per_a=6.30 total_energy_ha=-228.45195 e_above_lowest_kj_mol=516.44
H 1.22 0.32 -0.49
H -1.19 2.05 0.99
H -0.84 0.72 2.26
H -0.73 -1.67 -1.58
C -0.74 1.06 1.12
N -0.88 0.17 0.07
H 0.93 0.29 2.00
N 0.36 1.14 2.01
C 0.06 -0.94 -1.75
H 0.75 -1.16 0.30
H 0.84 -1.54 -2.23
H -0.17 -0.08 -2.36
C 0.36 -0.37 -0.34

---

Record 2
13
Properties=species:S:1:pos:R:3 method="wB97M-V/def2-TZVPD" total_charge=0 largest_force_ev_per_a=2.16 total_energy_ha=-228.57107 smiles=N[C@@H]1C[C@@H]1N e_above_lowest_kj_mol=203.70
H 1.16 0.62 1.38
N 1.42 -0.85 -0.25
C 0.76 0.23 0.43
H 0.16 1.01 -1.48
N -1.50 -0.76 -0.25
H -2.41 -0.36 -0.49
H 2.37 -0.50 -0.42
C -0.74 0.28 0.41
H -1.16 0.75 1.29
C 0.08 1.27 -0.41
H -1.68 -1.52 0.44
H 0.07 2.31 -0.18
H 1.45 -1.65 0.39

---

Record 3
13
Properties=species:S:1:pos:R:3 method="wB97M-V/def2-TZVPD" total_charge=0 largest_force_ev_per_a=1.43 total_energy_ha=-228.53680 smiles="[H]/N=C/N.C=C" e_above_lowest_kj_mol=293.67
C -2.48 0.71 1.75
N 0.05 0.08 -1.17
C -1.23 0.33 1.97
H -3.25 -0.04 1.57
H 2.44 -1.64 -1.08
H 3.00 -0.44 -1.90
C 1.28 -0.10 -0.95
H -2.78 1.73 1.59
H 1.86 0.23 -0.06
H -0.43 0.22 -0.28
H -0.94 -0.70 2.12
N 2.12 -0.95 -1.77
H -0.46 1.08 2.16

---

Record 4
13
Properties=species:S:1:pos:R:3 method="wB97M-V/def2-TZVPD" s_squared=0.788 total_charge=+1 largest_force_ev_per_a=5.79 total_energy_ha=-228.24158 e_above_lowest_kj_mol=254.35 multiplicity=2
N -1.05 1.93 0.88
C 0.52 -0.83 -0.83
H 0.95 1.12 0.09
H -1.99 1.74 1.28
C 0.98 -2.02 0.06
N 0.32 0.32 -0.05
H 1.24 -0.56 -1.62
C -0.90 1.02 0.03
H 1.42 -2.86 -0.47
H -1.63 0.65 -0.66
H 1.78 -1.58 0.64
H -0.38 -1.08 -1.30
H 0.14 -2.19 0.67

---

Record 5
14
Properties=species:S:1:pos:R:3 method="wB97M-V/def2-TZVPD" total_charge=0 largest_force_ev_per_a=4.81 total_energy_ha=-303.78363 smiles="C=CN.NC=O" e_above_lowest_kj_mol=284.85
C 0.07 -1.99 1.99
C 0.64 1.57 -1.98
H -0.38 2.92 -0.25
H 1.19 0.69 -2.45
C -0.13 1.11 -0.95
N -0.35 -2.21 0.59
N -0.19 1.97 0.16
H -0.03 -3.08 0.09
H -0.78 -1.40 0.12
H -0.66 0.17 -0.94
H 1.20 2.51 -2.13
H -0.46 -1.15 2.44
H -0.98 1.68 0.86
O 0.86 -2.78 2.46

---

Record 6
14
Properties=species:S:1:pos:R:3 method="wB97M-V/def2-TZVPD" total_charge=0 largest_force_ev_per_a=5.63 total_energy_ha=-303.75081 e_above_lowest_kj_mol=371.04
H 0.24 -1.69 0.26
H -2.17 -1.33 0.98
C -1.55 -0.10 -0.35
H 1.48 1.50 -0.20
H 2.69 -1.13 -0.42
H 0.58 -0.67 -1.29
H -1.74 0.47 -1.25
H 0.17 2.48 0.38
H -0.28 0.38 1.51
N -2.45 -0.81 0.15
C -0.07 0.46 0.43
N 0.46 1.63 -0.08
O 2.18 -0.49 0.09
C 0.47 -0.73 -0.21

---

Record 7
14
Properties=species:S:1:pos:R:3 method="wB97M-V/def2-TZVPD" total_charge=0 largest_force_ev_per_a=4.46 total_energy_ha=-303.83559 smiles="C[C@@H](N)C(N)=O" e_above_lowest_kj_mol=148.44
H -1.39 -0.61 0.33
H 0.21 -0.97 2.35
H 0.32 1.01 -2.82
N 0.02 0.84 -1.88
H 1.46 -0.68 1.29
H -1.06 1.67 0.09
C 0.46 -1.16 1.32
H 0.62 -2.24 1.03
H -0.31 1.66 -1.29
C 0.11 -0.36 -1.24
H -0.33 1.30 1.59
N -0.26 1.22 0.52
O 0.50 -1.45 -1.62
C -0.36 -0.24 0.34

---

Record 8
14
Properties=species:S:1:pos:R:3 method="wB97M-V/def2-TZVPD" total_charge=0 largest_force_ev_per_a=2.84 total_energy_ha=-303.73582 smiles=C[C@]1(N)CN1O e_above_lowest_kj_mol=410.38
H 2.32 0.08 1.24
H 0.89 0.21 -1.92
N 0.99 -0.78 0.04
H -1.61 -0.02 1.66
H -0.02 -1.54 -1.52
C 0.39 -0.52 -1.21
N -0.16 1.45 0.04
H 0.46 1.68 0.74
H -2.43 -0.43 0.04
H 0.10 2.00 -0.76
C -0.35 0.06 -0.06
O 2.15 0.01 0.25
C -1.50 -0.54 0.67
H -1.22 -1.67 0.78

---

Record 9
14
Properties=species:S:1:pos:R:3 method="wB97M-V/def2-TZVPD" total_charge=0 largest_force_ev_per_a=2.95 total_energy_ha=-303.80854 smiles="C=CN.NC=O" e_above_lowest_kj_mol=219.46
N 0.80 0.57 1.36
H -0.56 -0.01 -0.67
H 2.51 -1.35 -0.86
H -1.48 0.91 -1.96
N -1.37 0.40 -1.11
H 2.59 -0.38 1.63
H -3.29 0.00 -1.09
H -0.05 0.55 0.83
H 1.34 0.03 -1.21
C 1.92 -0.50 -0.48
C -2.47 -0.01 -0.35
C 1.90 -0.16 0.82
O -2.43 -0.30 0.81
H 0.61 0.25 2.29

---

Record 10
14
Properties=species:S:1:pos:R:3 method="wB97M-V/def2-TZVPD" total_charge=0 largest_force_ev_per_a=1.28 total_energy_ha=-303.87569 smiles="CC(=O)NCN" e_above_lowest_kj_mol=43.15
O -0.32 -1.14 1.47
H -0.95 1.90 1.63
N 0.42 0.40 -0.05
H 1.50 -1.31 0.04
N 0.87 -1.14 -1.92
C 1.34 -0.53 -0.70
H -2.23 1.16 0.65
H 0.06 -1.75 -1.80
H 2.28 0.01 -0.86
C -0.41 -0.06 0.93
H 0.66 -0.43 -2.63
C -1.45 0.96 1.38
H -1.93 0.64 2.31
H 0.18 1.29 -0.45

---

Record 11
14
Properties=species:S:1:pos:R:3 method="wB97M-V/def2-TZVPD" total_charge=0 largest_force_ev_per_a=8.61 total_energy_ha=-303.67759 e_above_lowest_kj_mol=563.27
O -0.53 2.32 -0.95
C 2.06 -0.02 -0.55
H 1.89 0.95 0.55
H -1.97 0.78 0.13
H 2.70 -0.78 -0.09
N -1.25 0.31 0.69
H -0.85 -1.61 -0.63
H -1.51 0.51 1.67
C -0.03 1.27 -0.73
H -0.65 -1.85 1.13
N 0.83 0.45 -0.97
H -2.30 -1.57 0.45
C -1.24 -1.33 0.36
H 2.86 0.56 -1.06

---

Record 12
14
Properties=species:S:1:pos:R:3 method="wB97M-V/def2-TZVPD" total_charge=0 largest_force_ev_per_a=1.21 total_energy_ha=-303.85901 smiles="CNC(=O)CN" e_above_lowest_kj_mol=86.96
H -1.49 0.88 0.37
H 1.01 1.18 -2.19
O 1.75 -1.23 1.19
N -0.45 -0.85 0.95
C 1.17 0.66 -0.22
H -0.55 -1.69 1.50
H -0.07 0.04 -1.74
H -1.90 -0.62 -0.51
N 0.90 0.34 -1.63
H -2.45 -0.39 1.17
C -1.64 -0.20 0.46
H 0.60 1.53 0.10
H 2.24 0.90 -0.11
C 0.86 -0.54 0.68